A) Here is the molecule C5H8 from the OMol25 dataset. Energies are from ωB97M-V/def2-TZVPD.

Last column: Löwdin charge in e.
CARTESIAN COORDINATES (ANGSTROEM)
C -0.484 1.167 -0.809  -0.0139
C 0.803 0.997 -0.492  -0.1756
C 1.138 -0.375 0.106  -0.2033
C -0.152 -0.674 0.869  -0.2754
C -1.234 -0.306 -0.079  -0.1577
H -0.719 2.104 -1.388  0.0831
H 1.615 1.729 -0.544  0.0950
H 1.268 -1.097 -0.716  0.1118
H 2.060 -0.353 0.695  0.0989
H -0.684 -1.699 0.938  0.1338
H -0.156 -0.137 1.834  0.1168
H -1.256 -1.062 -0.875  0.0892
H -2.199 -0.294 0.460  0.0974

Calculated values
E_HOMO = -9.3 eV
Kohn-Sham gap = 10.461 eV

---

B) Here is the molecule C5H8 from the OMol25 dataset. Energies are from ωB97M-V/def2-TZVPD.

Last column: Löwdin charge in e.
CARTESIAN COORDINATES (ANGSTROEM)
C -2.458 0.818 -0.056  0.0533
C -1.338 0.341 -0.289  -0.2062
C 0.046 0.137 -0.093  -0.4079
C 0.452 -0.413 1.305  -0.0389
C 1.083 -0.143 -1.159  -0.0813
H -3.345 0.220 -0.044  0.0147
H -0.223 1.291 -0.394  0.1876
H -0.415 -0.643 1.935  0.0787
H 1.039 -1.347 1.220  0.0812
H 1.080 0.303 1.834  0.0754
H 2.006 0.381 -0.872  0.0850
H 0.742 0.256 -2.114  0.0807
H 1.331 -1.201 -1.272  0.0777

Calculated values
E_HOMO = -8.7 eV
Kohn-Sham gap = 9.557 eV

---

Computed stability ranking, most favorable first: A), B)